Record 1
The following is a DFT calculation (ωB97M-V/def2-TZVPD) of one molecule with the formula C20H24N2O3.

Last column: Löwdin charge in e.
Element x y z (Å)
C -4.89 -1.69 -1.96  -0.025
C -5.37 -1.01 -0.72  -0.197
C -6.67 -1.19 -0.27  -0.048
C -7.11 -0.59 0.90  -0.081
C -6.24 0.18 1.64  -0.048
C -4.93 0.38 1.23  -0.200
C -4.51 -0.21 0.04  -0.190
O -3.20 -0.05 -0.40  -0.096
C -2.92 1.21 -0.98  -0.085
C -1.42 1.51 -0.97  -0.442
O -1.00 2.59 -1.33  0.070
N -0.68 0.46 -0.54  0.142
C 0.70 0.35 -0.39  -0.221
C 1.58 1.40 -0.66  -0.003
C 2.94 1.22 -0.50  -0.011
C 3.47 0.01 -0.06  -0.232
C 2.58 -1.03 0.20  -0.024
C 1.22 -0.86 0.04  -0.023
H 0.55 -1.69 0.25  0.112
H 2.94 -1.99 0.56  0.100
N 4.86 -0.14 0.03  -0.111
C 5.43 -1.46 0.20  -0.157
H 4.88 -2.17 -0.42  0.124
C 6.89 -1.42 -0.27  -0.195
H 7.37 -2.38 -0.09  0.125
O 7.64 -0.45 0.43  -0.132
C 7.07 0.82 0.27  -0.194
C 5.62 0.85 0.77  -0.138
H 5.20 1.84 0.62  0.114
H 5.62 0.61 1.84  0.135
H 7.69 1.51 0.85  0.126
H 7.10 1.11 -0.79  0.128
H 6.91 -1.19 -1.35  0.128
H 5.40 -1.79 1.25  0.133
H 3.60 2.05 -0.73  0.109
H 1.19 2.35 -1.00  0.101
H -1.22 -0.36 -0.28  0.139
H -3.43 2.02 -0.45  0.134
H -3.26 1.24 -2.03  0.143
C -3.99 1.20 2.07  -0.029
H -4.12 2.26 1.87  0.089
H -2.95 0.93 1.87  0.080
H -4.20 1.04 3.13  0.083
H -6.57 0.63 2.57  0.112
H -8.13 -0.73 1.23  0.102
H -7.35 -1.80 -0.85  0.110
H -5.72 -1.89 -2.64  0.080
H -4.15 -1.08 -2.48  0.073
H -4.42 -2.63 -1.71  0.091

Summary:
**SMILES string**: Cc1cccc(C)c1OCC(=O)Nc1ccc(N2CCOCC2)cc1

=====

Record 2
The following is a DFT calculation (ωB97M-V/def2-TZVPD) of one molecule with the formula C20H24N2O3S at a distorted geometry.

Last column: Löwdin charge in e.
Element x y z (Å)
C 3.83 4.41 0.96  -0.054
C 3.62 3.04 0.37  -0.282
C 3.76 2.82 -0.99  -0.043
C 3.58 1.56 -1.53  -0.043
C 3.26 0.49 -0.72  -0.222
C 3.12 0.70 0.65  -0.013
C 3.29 1.96 1.18  -0.028
H 3.18 2.11 2.25  0.114
H 2.87 -0.13 1.29  0.104
C 3.08 -0.90 -1.29  -0.149
N 2.06 -1.66 -0.60  -0.174
C 0.72 -1.30 -0.70  -0.228
C 0.31 -0.22 -1.49  0.008
C -1.02 0.09 -1.62  0.002
C -2.00 -0.64 -0.96  -0.150
C -1.60 -1.72 -0.18  -0.020
C -0.27 -2.05 -0.05  -0.024
H 0.01 -2.87 0.59  0.086
H -2.34 -2.32 0.33  0.119
C -3.44 -0.30 -1.18  -0.434
O -3.91 -0.16 -2.29  0.071
N -4.20 -0.16 -0.07  -0.046
C -3.74 -0.04 1.30  -0.156
C -4.74 0.95 1.91  -0.163
H -4.46 1.97 1.65  0.116
C -6.04 0.57 1.22  -0.166
H -6.47 -0.32 1.69  0.111
C -5.59 0.24 -0.20  -0.139
H -5.65 1.11 -0.87  0.126
H -6.17 -0.57 -0.66  0.126
H -6.78 1.36 1.24  0.109
H -4.79 0.87 3.00  0.110
H -3.81 -1.00 1.82  0.122
H -2.71 0.31 1.34  0.127
H -1.32 0.92 -2.25  0.124
H 1.04 0.39 -1.99  0.102
S 2.60 -2.79 0.51  0.626
O 4.03 -2.71 0.56  -0.287
O 1.89 -2.67 1.75  -0.286
C 2.18 -4.37 -0.28  -0.101
H 1.19 -4.31 -0.70  0.055
H 2.24 -5.14 0.47  0.070
H 2.92 -4.53 -1.05  0.067
H 2.85 -0.85 -2.36  0.133
H 4.01 -1.45 -1.16  0.119
H 3.70 1.41 -2.60  0.114
H 4.01 3.65 -1.64  0.111
H 3.23 4.54 1.85  0.076
H 3.57 5.18 0.24  0.076
H 4.88 4.53 1.23  0.084

Summary:
**SMILES string**: Cc1ccc(CN(c2ccc(C(=O)N3CCCC3)cc2)S(C)(=O)=O)cc1

=====

Record 3
The following is a DFT calculation (ωB97M-V/def2-TZVPD) of one molecule with the formula C20H24N2O5S.

Last column: Löwdin charge in e.
Element x y z (Å)
C 2.34 -0.47 2.19  -0.046
H 1.45 0.15 2.18  0.054
H 3.03 -0.08 2.93  0.081
H 2.06 -1.48 2.47  0.073
C 3.02 -0.45 0.82  -0.177
N 2.20 -0.92 -0.28  -0.055
C 1.61 -0.14 -1.21  -0.419
O 1.11 -0.60 -2.22  0.071
C 1.53 1.36 -0.93  -0.041
H 2.50 1.84 -0.78  0.134
H 1.03 1.84 -1.78  0.131
O 0.72 1.49 0.24  -0.020
C 0.51 2.73 0.69  -0.491
O 1.01 3.71 0.22  0.135
C -0.40 2.71 1.92  -0.125
N -1.23 1.55 2.05  -0.104
S -2.71 1.57 1.24  0.659
O -3.37 0.36 1.63  -0.290
O -3.30 2.83 1.54  -0.275
C -2.28 1.49 -0.49  -0.276
C -2.26 0.26 -1.12  -0.055
C -1.82 0.17 -2.43  -0.025
C -1.40 1.31 -3.11  -0.273
C -1.47 2.55 -2.47  -0.028
C -1.91 2.64 -1.16  -0.060
H -1.97 3.59 -0.65  0.122
H -1.16 3.44 -2.99  0.120
C -0.86 1.19 -4.50  -0.038
H -1.60 0.72 -5.15  0.086
H -0.59 2.15 -4.91  0.078
H 0.02 0.55 -4.47  0.079
H -1.78 -0.78 -2.92  0.126
H -2.60 -0.61 -0.58  0.107
H -0.76 0.66 1.95  0.083
H 0.23 2.82 2.80  0.142
H -1.08 3.57 1.88  0.127
C 1.96 -2.35 -0.34  -0.084
C 0.86 -2.78 0.60  -0.212
C 0.95 -3.96 1.32  -0.048
C -0.06 -4.34 2.18  -0.081
C -1.17 -3.53 2.34  -0.079
C -1.28 -2.34 1.63  -0.062
C -0.27 -1.98 0.76  -0.040
H -0.35 -1.06 0.20  0.090
H -2.14 -1.71 1.76  0.084
H -1.96 -3.82 3.03  0.104
H 0.02 -5.26 2.73  0.102
H 1.82 -4.59 1.20  0.111
H 2.89 -2.88 -0.11  0.130
H 1.67 -2.58 -1.37  0.133
H 3.37 0.56 0.61  0.114
H 3.90 -1.10 0.86  0.125

Summary:
**SMILES string**: CCN(Cc1ccccc1)C(=O)COC(=O)CNS(=O)(=O)c1ccc(C)cc1

=====

Record 4
The following is a DFT calculation (ωB97M-V/def2-TZVPD) of one molecule with the formula C20H24N2O7S.

Last column: Löwdin charge in e.
Element x y z (Å)
C -3.55 2.99 4.89  -0.049
H -2.57 3.14 5.34  0.097
H -3.95 2.03 5.22  0.097
H -4.23 3.80 5.19  0.093
O -3.47 3.04 3.48  -0.046
C -2.69 2.10 2.91  -0.459
O -2.10 1.27 3.55  0.114
C -2.65 2.22 1.44  -0.123
C -2.00 1.22 0.72  0.066
C -1.92 1.29 -0.67  -0.165
C -2.52 2.34 -1.36  -0.189
C -3.16 3.33 -0.62  -0.023
C -3.23 3.29 0.76  -0.007
H -3.73 4.06 1.31  0.116
H -3.62 4.16 -1.15  0.112
C -2.51 2.40 -2.85  -0.033
H -1.51 2.64 -3.20  0.075
H -2.78 1.43 -3.27  0.090
H -3.21 3.15 -3.22  0.079
N -1.23 0.25 -1.34  0.147
C -0.16 0.42 -2.13  -0.481
O 0.27 1.49 -2.51  0.064
C 0.51 -0.91 -2.53  -0.069
N 0.90 -1.74 -1.42  -0.170
S -0.11 -2.98 -0.96  0.659
O 0.21 -3.40 0.36  -0.248
O -1.46 -2.53 -1.21  -0.311
C 0.20 -4.31 -2.15  -0.094
H 1.27 -4.38 -2.30  0.051
H -0.33 -4.07 -3.06  0.062
H -0.19 -5.22 -1.71  0.072
C 1.96 -1.38 -0.57  -0.173
C 2.09 -0.09 -0.08  0.075
C 3.12 0.24 0.79  -0.264
C 4.02 -0.75 1.17  0.010
C 3.90 -2.04 0.69  0.000
C 2.88 -2.37 -0.20  -0.225
O 2.73 -3.61 -0.78  -0.144
C 3.31 -4.71 -0.10  -0.070
H 2.91 -5.60 -0.59  0.093
H 4.40 -4.71 -0.19  0.093
H 3.02 -4.71 0.95  0.107
H 4.61 -2.78 1.00  0.110
H 4.81 -0.49 1.86  0.121
O 3.32 1.48 1.30  -0.077
C 2.39 2.50 0.98  -0.072
H 1.39 2.25 1.35  0.095
H 2.35 2.68 -0.10  0.098
H 2.76 3.39 1.49  0.094
H 1.37 0.65 -0.38  0.095
H 1.39 -0.67 -3.14  0.146
H -0.21 -1.48 -3.13  0.127
H -1.45 -0.71 -1.06  0.100
H -1.55 0.39 1.25  0.134

Summary:
**SMILES string**: COC(=O)c1ccc(C)c(NC(=O)CN(c2cc(OC)ccc2OC)S(C)(=O)=O)c1

=====

Record 5
The following is a DFT calculation (ωB97M-V/def2-TZVPD) of one molecule with the formula C20H24N4O2 at a distorted geometry.

Last column: Löwdin charge in e.
Element x y z (Å)
O 3.87 -0.25 0.39  0.036
O -1.80 1.58 1.64  0.052
N -4.08 5.39 1.73  0.072
N -4.16 4.45 -0.96  0.113
C 2.72 0.16 0.47  -0.420
C -1.39 1.58 0.49  -0.385
C -4.28 6.23 0.70  -0.104
C -4.32 5.75 -0.65  -0.101
C -3.88 4.09 1.41  -0.076
C -3.90 3.63 0.09  -0.242
C 3.02 -6.90 -0.75  -0.105
C 1.71 -6.56 -0.62  -0.090
C 4.06 -5.98 -0.49  -0.073
C 1.37 -5.24 -0.22  -0.038
C 3.73 -4.69 -0.09  -0.033
C 2.37 -4.33 0.08  -0.237
N -2.29 1.85 -0.54  -0.077
N 1.70 -0.61 -0.05  -0.043
C -1.85 2.10 -1.93  -0.046
C -3.70 2.16 -0.22  -0.108
C 2.52 1.61 1.01  -0.065
C 2.00 -2.96 0.60  -0.123
C 1.98 -1.95 -0.56  -0.144
C 0.27 -0.23 0.12  -0.080
C 1.03 1.95 1.24  -0.153
C 0.12 1.30 0.20  -0.221
H -4.39 7.27 0.90  0.086
H -4.50 6.41 -1.49  0.094
H -3.76 3.39 2.24  0.118
H 3.30 -7.89 -1.11  0.097
H 0.94 -7.31 -0.75  0.098
H 5.08 -6.28 -0.64  0.097
H 0.33 -4.98 -0.09  0.102
H 4.47 -3.94 0.11  0.112
H -2.67 2.19 -2.64  0.082
H -1.33 3.05 -1.97  0.086
H -1.23 1.25 -2.31  0.096
H -4.05 1.55 0.62  0.126
H -4.34 1.88 -1.06  0.124
H 2.87 2.28 0.22  0.120
H 3.08 1.74 1.95  0.131
H 2.72 -2.66 1.31  0.105
H 0.98 -3.00 1.05  0.123
H 1.21 -2.21 -1.32  0.130
H 2.90 -1.96 -1.15  0.125
H -0.35 -0.60 -0.71  0.131
H -0.12 -0.66 1.04  0.130
H 0.89 3.02 1.23  0.119
H 0.75 1.52 2.22  0.124
H 0.40 1.79 -0.74  0.133

Summary:
**SMILES string**: CN(Cc1cnccn1)C(=O)[C@H]1CCC(=O)N(CCc2ccccc2)C1

=====

Record 6
The following is a DFT calculation (ωB97M-V/def2-TZVPD) of one molecule with the formula C20H24N4O2 at a distorted geometry.

Last column: Löwdin charge in e.
Element x y z (Å)
C 1.05 3.53 1.36  -0.069
H 1.90 4.17 1.59  0.076
C 1.29 2.11 1.86  -0.390
C 0.09 1.21 1.56  -0.154
C 0.36 -0.22 2.01  -0.191
N 1.53 -0.74 1.33  -0.184
C 2.70 0.05 1.67  -0.189
C 2.52 1.49 1.20  -0.151
H 2.39 1.49 0.12  0.120
H 3.41 2.06 1.44  0.117
H 3.57 -0.39 1.19  0.114
H 2.88 0.04 2.77  0.129
C 1.71 -2.16 1.57  -0.201
C 2.64 -2.83 0.55  -0.157
H 3.69 -2.65 0.80  0.101
C 2.39 -2.33 -0.88  -0.166
N 0.99 -2.11 -1.15  0.075
C 0.12 -3.13 -1.30  -0.464
O 0.42 -4.31 -1.36  0.069
C -1.29 -2.67 -1.42  -0.038
C -2.40 -3.45 -1.47  0.021
O -3.56 -2.75 -1.57  0.107
C -3.21 -1.45 -1.59  -0.249
N -4.03 -0.45 -1.68  0.229
C -3.43 0.77 -1.70  -0.199
C -4.24 1.92 -1.80  -0.018
C -3.66 3.16 -1.84  -0.076
C -2.27 3.30 -1.79  -0.074
C -1.46 2.21 -1.69  -0.030
C -2.01 0.91 -1.63  -0.205
N -1.19 -0.15 -1.51  0.191
C -1.78 -1.32 -1.50  -0.143
H -0.38 2.30 -1.67  0.107
H -1.84 4.29 -1.84  0.105
H -4.28 4.04 -1.92  0.104
H -5.31 1.78 -1.85  0.114
H -2.48 -4.52 -1.44  0.148
H 0.62 -1.19 -0.97  0.102
H 2.76 -3.08 -1.58  0.122
H 2.90 -1.39 -1.05  0.115
H 2.46 -3.90 0.60  0.108
H 2.10 -2.36 2.59  0.125
H 0.73 -2.63 1.50  0.115
H -0.50 -0.85 1.76  0.117
H 0.49 -0.24 3.11  0.128
H -0.10 1.21 0.49  0.083
H -0.81 1.59 2.07  0.122
H 1.44 2.14 2.94  0.141
H 0.17 3.96 1.83  0.077
H 0.90 3.54 0.28  0.067

Summary:
**SMILES string**: CC1CCN(CCCNC(=O)c2coc3nc4ccccc4nc23)CC1

=====

Let's list ΔE to the lowest compared entry with this formula, charge and spin in order: 48.2 42.0 23.4 0.0 47.4 29.1 kcal/mol.
Let's list HOMO energy in order: -7.537 -8.572 -9.284 -8.053 -8.876 -8.660 eV.